ORCA calculation (ωB97M-V/def2-TZVPD) on 2 unconnected molecules or ions with the total composition C20H23N3O4.

Structure (XYZ):
```
50
Properties=species:S:1:pos:R:3:forces:R:3:lowdin_charge:R:1
H 6.216007 -2.825903 -0.719553 0.02 0.02 -0.06 0.161
H -0.720769 0.348940 -0.934475 0.17 -0.03 0.05 0.094
C 4.685933 -0.379566 0.343263 0.07 -0.03 -0.05 -0.051
C 5.423237 -1.279500 -1.968758 -0.02 -0.01 -0.08 -0.100
H 0.214307 -0.519093 -3.053359 0.12 0.02 0.15 0.096
H -5.644664 -0.800550 -1.393370 -0.05 0.14 0.11 0.105
H -3.459696 -0.694706 3.503657 0.09 0.01 -0.11 0.106
C 0.871275 -0.386523 -2.196433 0.10 -0.01 0.02 -0.103
C 3.048992 -0.523468 -1.190497 -0.11 0.02 -0.03 -0.135
H -7.584131 2.977066 -0.745580 0.08 -0.12 0.05 0.103
C 7.397143 -2.753167 -2.477653 0.33 0.11 0.02 -0.489
C -5.871090 1.035677 1.464417 -0.01 0.02 -0.10 -0.231
C 4.454845 -0.746611 -0.951921 0.01 0.00 0.10 -0.167
H -3.763705 1.567992 4.169988 -0.01 -0.03 -0.12 0.153
H 7.817211 -0.429274 -1.191469 -0.05 -0.03 0.10 0.092
H -3.043613 3.374245 2.838002 -0.16 -0.01 -0.01 0.087
H -6.879237 2.926899 1.626961 0.03 -0.11 -0.08 0.115
N 7.465408 -1.168435 -0.586125 0.18 -0.03 -0.12 0.057
C -6.611995 2.107935 0.962932 0.02 -0.06 -0.03 -0.050
C -5.417010 1.027729 2.906561 -0.06 -0.05 0.04 -0.107
C 1.136480 0.295062 0.123570 0.02 -0.01 -0.02 -0.019
H 5.618524 -0.389334 0.889138 -0.16 0.01 -0.06 0.108
H -6.093095 1.634954 3.516346 0.10 -0.07 -0.09 0.122
H 3.421492 0.372188 1.875265 0.02 -0.06 -0.18 0.150
H 8.292517 -1.684772 -0.297229 -0.09 0.08 0.00 0.085
H 2.615700 -1.081408 -3.240636 -0.04 0.04 0.09 0.105
H 4.888921 -1.954328 -2.645735 0.05 0.09 0.10 0.115
H 5.813083 -0.465128 -2.599147 -0.03 -0.07 0.07 0.136
C 6.614849 -2.042630 -1.375729 -0.06 0.00 0.02 -0.316
C -5.920538 0.019161 -0.734141 0.00 0.04 0.03 -0.075
N -3.978022 2.999880 2.689352 0.23 -0.01 -0.06 0.066
C 2.213807 -0.702799 -2.304675 -0.05 0.03 0.04 -0.034
C -5.527950 -0.007206 0.600312 -0.05 0.09 -0.03 -0.037
C -7.005891 2.136395 -0.371715 0.04 -0.05 0.02 -0.081
H 7.224619 -4.015795 -3.843181 -0.10 0.02 0.07 0.131
H -4.943789 -0.845739 0.973190 -0.08 0.09 -0.05 0.114
H 0.723271 0.677278 1.054784 0.01 -0.07 -0.18 0.103
C -2.948371 0.760686 2.368097 0.15 0.19 -0.26 -0.491
O 6.636983 -3.613039 -3.182651 0.15 -0.05 -0.09 0.107
C -3.999474 1.611876 3.096832 -0.04 -0.07 0.06 -0.322
C 2.492846 -0.025589 0.006533 -0.09 -0.02 -0.12 -0.212
C 0.337968 0.108651 -0.990576 -0.01 0.01 0.03 -0.095
O -2.846305 -0.528653 2.773576 -0.04 0.07 0.10 0.107
H -6.969695 1.111698 -2.265001 0.04 0.00 0.15 0.102
N 3.512903 0.051419 0.925803 -0.02 0.04 0.10 0.073
C -6.661819 1.091206 -1.223226 0.03 -0.01 0.07 -0.090
H -4.116864 3.037419 1.682777 -0.04 0.06 0.03 0.080
H -5.463426 0.004365 3.302526 0.01 0.14 -0.07 0.116
O 8.573654 -2.593445 -2.702679 -0.46 -0.08 0.05 0.101
O -2.240823 1.177941 1.491631 -0.24 -0.23 0.34 0.119
```
Positions in Å, forces in eV/Å.

Properties
- Energy above the lowest of the compared OMol25 structures with the same formula, charge and spin: 1.885 eV
- Structure (SMILES): N[C@@H](Cc1c[nH]c2ccccc12)C(=O)O.N[C@@H](Cc1ccccc1)C(=O)O
- Total charge: 0
- Kohn-Sham gap: 8.0 eV
- Energy: -1241.20998 a.u.